Record 1
DFT (wB97M-V/def2-TZVPD) results for C12H25N3OP2Tl as an isolated structure at a distorted geometry.

Last column: Mulliken spin population.
Element x y z (Å)
Tl  1.1945  0.1539  -0.0075  -0.33
P  0.6549  3.0534  0.3300  -0.24
P  2.2347  -2.3619  -1.1730  -0.20
N  -1.6513  0.8223  0.3543  0.36
N  -0.8321  -1.6676  -0.4728  0.43
H  -3.5839  0.0168  0.5323  0.02
H  -2.5702  -2.3558  0.5366  0.02
H  -2.4025  -0.4885  1.7894  0.03
C  -2.5253  -0.2516  0.7170  -0.02
H  -2.8695  -1.4698  -1.0017  0.03
C  -2.2363  -1.5073  -0.0897  -0.07
H  -2.7511  2.1722  1.5451  0.01
H  -1.3340  -3.5518  -1.1994  0.01
C  -1.9076  2.0149  0.8427  -0.05
C  -0.5196  -2.8155  -1.0217  -0.08
C  -1.1224  3.1138  0.4640  0.57
C  0.7389  -3.2714  -1.4443  0.53
H  -1.5013  4.0764  0.8176  0.01
H  0.7437  -4.2547  -1.9155  0.01
H  2.7947  -2.4623  -2.4915  0.01
H  2.9667  -3.3805  -0.4894  0.01
H  0.7492  4.0278  -0.7089  0.00
H  1.0230  3.8606  1.4620  0.01
H  -1.2835  -0.3368  -2.4195  0.00
C  -1.0130  0.5954  -2.9431  0.00
C  0.1042  0.2681  -3.9198  0.00
C  -2.2355  1.1202  -3.6635  0.00
O  -0.4846  1.5418  -2.0107  -0.02
H  -0.2599  -0.4057  -4.7058  0.00
H  0.4621  1.1875  -4.4050  0.00
H  0.9441  -0.2312  -3.4214  0.00
H  -3.0922  1.2068  -2.9885  0.00
H  -2.0160  2.0949  -4.1161  0.00
H  -2.5214  0.4367  -4.4730  0.00
H  -1.0462  1.6237  -1.1266  0.00
C  3.5456  0.3874  5.3288  0.00
C  2.8912  -0.9041  4.8075  0.00
C  2.1628  -0.6858  3.5670  0.00
N  1.5757  -0.5289  2.5745  -0.03
H  4.1560  0.8428  4.5409  0.00
H  4.1864  0.1849  6.1909  0.00
H  2.7776  1.1081  5.6306  0.00
H  3.6611  -1.6690  4.6242  0.00
H  2.1927  -1.3104  5.5530  0.00

Values from the calculation:
Kohn-Sham gap (alpha / beta)   5.802 / 6.782 eV
Multiplicity   2
Total charge   +2
LUMO (alpha / beta)   -9.718 / -8.242 eV
ΔE to the lowest compared entry with this formula, charge and spin   0.000 eV
Calculated total energy   -1566.1713 Eh

Record 2
DFT (wB97M-V/def2-TZVPD) results for a single C22H22N2O4 molecule.

Last column: Löwdin charge in e.
Element x y z (Å)
C  -6.3959  -1.1754  -0.3704  -0.05
C  -5.0091  -0.6503  -0.1637  -0.24
C  -4.8083  0.6732  0.2030  -0.03
C  -3.5387  1.1818  0.4017  -0.01
C  -2.4368  0.3564  0.2243  -0.21
N  -1.1330  0.8576  0.4200  0.04
C  -0.2212  0.3596  1.3326  -0.25
C  -0.5339  -0.7748  2.2412  -0.02
C  0.9136  1.1042  1.2462  0.04
C  0.7062  2.0967  0.2422  -0.10
C  1.6227  3.1041  -0.2243  -0.33
O  1.3207  4.0297  -0.9559  0.08
C  3.0760  2.9642  0.2537  -0.06
O  3.6340  1.7372  -0.2110  0.03
C  4.1371  0.8907  0.6906  -0.46
O  4.1829  1.0904  1.8751  0.13
C  4.6702  -0.3263  0.0134  -0.03
C  5.5382  -0.2181  -1.0306  0.01
C  6.1078  -1.3637  -1.6280  -0.07
C  5.7643  -2.5834  -1.1386  -0.09
N  4.8833  -2.6914  -0.1236  0.13
C  4.2556  -1.6221  0.5238  -0.41
O  3.4378  -1.8509  1.3880  0.07
C  -0.5909  1.9136  -0.2362  -0.18
C  -1.2953  2.6526  -1.3114  0.00
C  -2.6262  -0.9687  -0.1460  0.03
C  -3.8989  -1.4836  -0.3372  -0.22
C  -4.0757  -2.9178  -0.7298  -0.04
H  -7.1326  -0.3940  -0.2040  0.08
H  -6.5155  -1.5545  -1.3849  0.08
H  -6.6014  -1.9972  0.3149  0.08
H  -5.6632  1.3194  0.3407  0.11
H  -3.3989  2.2088  0.7012  0.12
H  0.1278  -0.7321  3.1019  0.09
H  -0.3710  -1.7331  1.7480  0.08
H  -1.5692  -0.7325  2.5776  0.08
H  1.7843  0.9633  1.8522  0.11
H  3.1262  2.9971  1.3477  0.13
H  3.6638  3.7826  -0.1733  0.14
H  5.8105  0.7610  -1.3960  0.13
H  6.8047  -1.2697  -2.4424  0.10
H  6.1696  -3.5044  -1.5318  0.12
H  4.6256  -3.6056  0.2296  0.16
H  -2.0159  2.0132  -1.8190  0.08
H  -0.5643  3.0320  -2.0214  0.08
H  -1.8222  3.5162  -0.9042  0.09
H  -1.7637  -1.6010  -0.2952  0.12
H  -4.6794  -3.4445  0.0085  0.08
H  -3.1140  -3.4174  -0.8107  0.08
H  -4.5877  -2.9930  -1.6886  0.08

Values from the calculation:
Kohn-Sham gap   8.091 eV
Multiplicity   1
Total charge   0
LUMO   0.270 eV
ΔE to the lowest compared entry with this formula, charge and spin   0.959 eV
Calculated total energy   -1262.0537 Eh
SMILES   Cc1ccc(-n2c(C)cc(C(=O)COC(=O)c3ccc[nH]c3=O)c2C)cc1C